Entry 1:
Here is 2 unconnected molecules or ions with the total composition C3H5NO2 from OMol25. Energies are from wB97M-V/def2-TZVPD.

Last column: natural (NBO) charge in e.
Positions of all 11 atoms, in Å:
O: 0.2791 1.6219 -0.7273  -0.65
O: 2.2810 -1.5911 0.2561  -0.56
N: -0.2203 -1.0595 -0.0172  -0.66
C: -0.1734 0.7319 0.1829  0.30
C: 1.8255 -0.6920 -0.2943  0.43
C: -1.2775 -0.1166 -0.2049  -0.31
H: -2.0968 -0.1618 0.4935  0.20
H: -0.3424 -1.6116 0.8507  0.36
H: -1.5558 -0.0171 -1.2504  0.22
H: 1.1520 1.9786 -0.4961  0.50
H: 0.1285 0.9174 1.2068  0.19

Force components x, y, z for each atom (eV/Å):
0.273 -0.733 0.070
-0.209 0.625 -0.369
-0.139 0.711 -0.104
-0.347 -0.433 0.361
2.275 -0.917 0.117
-0.917 0.313 0.084
-0.511 -0.032 -0.030
0.379 0.876 -0.216
-0.284 0.177 0.082
-0.141 -0.422 -0.014
-0.380 -0.164 0.019

2S+1	1
frontier orbital gap	9.876	eV
net charge	0

---

Entry 2:
Here is 7 unconnected molecules or ions with the total composition C20H34Br8N2O from OMol25. Energies are from wB97M-V/def2-TZVPD.

Last column: natural (NBO) charge in e.
Positions of all 65 atoms, in Å:
Br: 18.8564 -12.6159 -26.2882  -0.04
Br: 19.6273 -9.7732 -20.8774  -0.01
Br: 13.6566 -6.5970 -26.6882  -0.04
Br: 9.9691 -11.6569 -25.6282  -0.03
Br: 12.2829 -12.9753 -21.8774  -0.05
Br: 16.7624 -11.8704 -30.4065  -0.03
Br: 17.7179 -12.7386 -21.6719  -0.02
Br: 11.1237 -6.8759 -22.7095  -0.02
O: 18.8951 -7.9890 -26.1512  -0.54
N: 15.0114 -12.2553 -25.2006  -0.53
N: 14.0642 -15.4416 -23.6685  -0.51
C: 19.3225 -7.0098 -25.2201  -0.06
C: 11.7144 -7.2720 -24.5644  -0.44
C: 17.4180 -12.4779 -27.7009  -0.41
C: 13.7401 -15.6302 -25.0165  -0.08
C: 14.5321 -11.6566 -26.3648  -0.09
C: 19.1640 -11.2375 -19.6072  -0.44
C: 19.1053 -12.6300 -20.2956  -0.45
C: 11.8927 -12.0350 -23.5970  -0.44
C: 18.0105 -8.9486 -25.6082  -0.07
C: 15.4312 -15.4757 -23.5706  -0.08
C: 17.5903 -8.2416 -24.2976  -0.43
C: 13.0745 -6.5068 -24.7732  -0.41
C: 18.8223 -7.4919 -23.8910  -0.43
C: 14.7165 -10.1223 -24.7719  -0.33
C: 18.1099 -12.3032 -29.0309  -0.44
C: 10.4410 -12.2442 -23.7843  -0.43
C: 14.9097 -15.6219 -25.7553  -0.33
C: 14.3966 -10.2823 -26.1261  -0.32
C: 15.1765 -11.3204 -24.2450  -0.06
C: 15.9688 -15.6423 -24.8636  -0.33
H: 18.9948 -13.5126 -19.6657  0.24
H: 15.0690 -15.4859 -26.8148  0.23
H: 10.0973 -13.2776 -23.7406  0.23
H: 11.0111 -6.8302 -25.2703  0.23
H: 12.2915 -11.0225 -23.6592  0.25
H: 16.7565 -7.5510 -24.4231  0.20
H: 20.4074 -6.9241 -25.2806  0.18
H: 14.0815 -9.4555 -26.7454  0.24
H: 16.9279 -11.5323 -27.4690  0.23
H: 17.2924 -9.0059 -23.5798  0.22
H: 17.0267 -15.6241 -25.0804  0.23
H: 18.7639 -11.4340 -28.9610  0.24
H: 14.3550 -12.3378 -27.1839  0.22
H: 15.3223 -13.2114 -25.1040  0.44
H: 13.4261 -15.3348 -22.8930  0.43
H: 18.5844 -13.2280 -29.3590  0.23
H: 9.8461 -11.7755 -23.0004  0.23
H: 16.6612 -13.2594 -27.6334  0.22
H: 14.7007 -9.1577 -24.2865  0.21
H: 11.8096 -8.3368 -24.7770  0.23
H: 17.1738 -9.2316 -26.2468  0.19
H: 18.8477 -6.0502 -25.4249  0.16
H: 12.4840 -12.4875 -24.3931  0.24
H: 18.4842 -9.9067 -25.3944  0.17
H: 19.5409 -8.2382 -23.5525  0.20
H: 13.0133 -5.4392 -24.5622  0.23
H: 18.1197 -11.1339 -19.3125  0.22
H: 19.8152 -11.1613 -18.7365  0.24
H: 20.0260 -12.7518 -20.8663  0.22
H: 18.7223 -6.6840 -23.1661  0.22
H: 15.5667 -11.6116 -23.2809  0.22
H: 15.9434 -15.3554 -22.6275  0.22
H: 13.8601 -6.9788 -24.1832  0.22
H: 12.7390 -15.6100 -25.4212  0.22

Force components x, y, z for each atom (eV/Å):
-0.928 -0.367 -0.726
-0.250 -0.894 0.744
-0.337 -0.060 0.875
0.003 0.060 0.806
0.245 0.662 -0.542
0.207 -0.120 0.324
0.077 0.054 0.358
0.206 -0.443 -0.894
0.471 -0.272 -1.764
-0.205 0.532 -1.142
0.528 -0.814 -1.613
-0.263 0.013 -0.109
1.247 1.534 -0.572
0.310 1.131 0.343
-0.025 1.115 0.038
0.280 -0.179 0.541
-1.370 -0.936 -0.663
1.518 0.747 -0.776
1.027 -0.705 -0.343
-0.290 0.921 1.585
0.484 -0.148 -0.863
-1.055 -1.131 0.286
-0.624 -0.883 -0.182
0.890 -0.549 0.197
0.918 0.533 0.945
-0.370 -0.327 0.098
-1.164 -0.063 -0.361
-0.679 -0.291 -0.163
-0.351 -1.729 0.008
-0.537 0.641 0.243
0.510 1.039 2.478
-0.217 0.484 0.332
-0.549 -0.560 -0.113
0.581 -0.075 -0.252
-0.287 -0.145 0.393
-0.504 0.194 0.919
-0.162 -0.048 -0.318
-0.014 0.130 -0.025
-0.099 -0.451 -0.281
-0.010 -0.175 0.236
-0.100 0.165 0.248
-0.068 -0.059 -0.032
0.121 -0.363 -0.291
-0.092 0.481 -0.278
-0.157 -0.144 -0.145
0.049 -0.049 -0.277
0.213 0.381 -0.056
-0.061 0.653 -0.475
0.559 -0.262 0.092
0.133 -0.136 0.239
-0.011 0.072 0.470
-0.068 0.685 -0.352
0.092 0.209 -0.441
-0.070 -0.684 0.253
0.535 0.085 0.167
0.137 0.074 0.494
-0.164 -0.283 0.056
0.174 0.937 0.267
0.094 -0.187 -0.338
-0.042 -0.224 0.026
-0.180 -0.208 0.065
-0.106 0.292 0.001
-0.132 -0.095 -0.035
0.004 0.189 -0.158
-0.074 0.046 0.453

2S+1	1
frontier orbital gap	8.483	eV
SMILES	c1cc[nH]c1.c1cc[nH]c1.C1CCOC1.BrCCBr.BrCCBr.BrCCBr.BrCCBr
net charge	0

---

Entry 3:
Here is 7 unconnected molecules or ions with the total composition C6H27NO8 from OMol25. Energies are from wB97M-V/def2-TZVPD.

Last column: Löwdin spin population.
Positions of all 42 atoms, in Å:
O: 0.8289 3.9324 -0.5173  0.08
O: -0.0261 -0.6844 -0.4783  0.01
O: 2.4821 6.8573 0.3586  0.06
O: -0.1034 -6.3946 0.6092  0.00
O: 2.1243 3.3000 1.7398  0.02
O: 2.9652 3.6323 -2.2008  0.04
O: -0.1687 6.5687 -0.0994  0.26
O: -0.4296 2.8268 -2.6620  0.14
N: -1.3332 -3.3988 0.6499  0.00
C: -1.3456 -0.9468 0.1067  0.01
C: -2.0141 -2.3442 -0.1202  0.00
C: -1.8351 -4.7779 0.4149  0.00
C: 0.4408 -7.6102 1.2180  0.00
C: 0.5286 0.5778 -0.0977  0.02
C: -1.1551 -5.7983 1.3020  0.00
H: -0.2600 1.3122 -0.2615  0.01
H: 0.7187 -7.4226 2.2551  0.00
H: -2.0377 -2.7017 -1.1496  0.00
H: 1.0068 0.5302 0.8806  0.00
H: 1.5684 7.1242 0.4595  0.02
H: -3.0658 -2.4259 0.1542  0.00
H: -0.3487 -3.2816 0.4577  0.00
H: 1.5883 3.5690 0.9938  0.00
H: -2.1043 -0.1869 -0.0804  0.00
H: 0.1626 6.9157 -0.9276  0.09
H: -1.2450 2.3381 -2.7736  0.03
H: -1.2433 -0.9189 1.1916  0.00
H: 1.3115 -8.0375 0.7206  0.00
H: 1.3033 0.9501 -0.7681  0.01
H: 0.3587 4.7539 -0.3750  0.02
H: 2.2819 3.5974 -1.5314  0.01
H: -0.3242 -8.3866 1.2301  0.00
H: -0.8263 -5.3552 2.2420  0.00
H: -0.2947 3.2637 -3.5029  0.04
H: -2.9143 -4.7948 0.5669  0.00
H: -1.0233 6.9856 0.0108  0.09
H: -1.8559 -6.6106 1.4948  0.00
H: 2.7580 4.4126 -2.7149  0.02
H: -1.6401 -5.0307 -0.6273  0.00
H: 2.2325 4.0977 2.2577  0.01
H: 2.5455 6.0321 0.8394  0.01
H: 0.3885 3.5303 -1.2659  0.01

Force components x, y, z for each atom (eV/Å):
0.451 -0.292 0.531
-1.324 -1.164 -0.251
0.879 0.319 0.011
2.293 -1.397 -0.521
0.560 -0.267 0.861
0.774 -0.423 -0.637
0.386 -0.629 0.687
0.177 -0.220 0.105
-0.354 0.189 0.736
0.148 -0.456 0.830
1.145 -0.978 -0.472
0.941 1.563 -0.269
-1.076 1.048 0.232
-0.588 0.126 -0.414
-0.606 -0.715 0.001
0.003 0.354 0.908
0.067 0.145 0.139
0.229 0.609 -0.730
-0.556 0.243 0.317
-0.526 -0.032 0.113
-0.118 0.928 0.398
0.230 -0.554 -0.022
-0.465 -0.033 -0.805
0.275 0.385 -0.719
0.112 0.296 -1.003
-0.375 -0.152 0.107
0.244 0.103 0.301
-0.106 0.702 -0.488
0.090 -0.824 -0.465
-0.394 0.894 0.135
-0.256 0.320 0.490
-0.255 -0.070 -0.038
-0.010 0.112 0.161
0.162 0.330 -0.334
-0.019 0.155 0.151
-0.807 0.281 0.066
-0.475 0.004 0.459
-0.083 0.230 -0.006
-0.166 -0.479 -0.248
0.038 0.086 0.231
0.020 -0.284 -0.034
-0.666 -0.453 -0.512

2S+1	2
frontier orbital gap (spin up / spin down)	2.231 / 9.205	eV
⟨S²⟩	0.750
net charge	-1

---

| no. | molecular weight (g mol⁻¹) |
| --- | --- |
| 1 | 87.1 |
| 2 | 957.7 |
| 3 | 241.3 |